Here is a cluster of 3 separate species, C21H51N2O6PS2 in total from the OMol25 dataset. Energies are from ωB97M-V with the def2-TZVPD basis set.

Element x y z (Å)
C 2.949 0.339 2.088
C 1.706 0.205 1.236
C 0.407 0.280 1.992
C 1.798 0.065 -0.090
C 0.687 0.018 -1.107
C 0.445 1.385 -1.789
C -0.973 1.985 -1.729
C -2.059 0.976 -2.107
C -1.251 2.643 -0.372
C -2.486 3.530 -0.292
P -2.892 4.068 1.523
N -3.033 4.516 3.280
C -4.512 3.226 1.519
C -4.424 1.697 1.353
C -5.589 1.166 0.517
C -5.685 -0.364 0.312
C -4.862 -1.255 1.242
N -3.452 -1.261 0.831
H 2.751 0.019 3.113
H 3.760 -0.278 1.695
H 3.296 1.377 2.122
H -0.466 0.045 1.382
H 0.261 1.283 2.410
H 0.430 -0.410 2.841
H 2.806 0.011 -0.504
H 0.990 -0.704 -1.872
H -0.222 -0.375 -0.644
H 1.119 2.108 -1.315
H 0.736 1.327 -2.841
H -0.999 2.774 -2.494
H -1.901 0.595 -3.121
H -3.052 1.434 -2.081
H -2.075 0.128 -1.420
H -0.377 3.253 -0.105
H -1.305 1.858 0.397
H -2.309 4.437 -0.885
H -3.361 3.038 -0.728
H -2.944 5.421 1.116
H -1.656 3.479 1.912
H -3.654 5.309 3.428
H -2.122 4.800 3.629
H -5.048 3.477 2.433
H -5.062 3.655 0.672
H -4.452 1.251 2.350
H -3.479 1.383 0.907
H -6.518 1.519 0.983
H -5.543 1.651 -0.464
H -5.398 -0.608 -0.718
H -6.733 -0.662 0.403
H -4.904 -0.866 2.264
H -5.312 -2.256 1.268
H -2.927 -1.947 1.360
H -3.389 -1.531 -0.145
O 2.405 -2.117 -4.794
S 2.866 -0.917 -5.426
O 2.190 0.314 -5.154
O 2.923 -1.158 -6.993
C 1.744 -1.729 -7.619
C 0.643 -0.712 -7.818
C 4.590 -0.708 -5.155
H 1.415 -2.578 -7.019
H 2.117 -2.104 -8.570
H 0.227 -0.380 -6.868
H -0.156 -1.163 -8.408
H 1.020 0.161 -8.350
H 5.097 -1.638 -5.395
H 4.707 -0.464 -4.102
H 4.942 0.110 -5.778
O 5.238 -2.470 3.344
S 4.056 -3.157 3.768
O 2.972 -2.400 4.316
O 4.472 -4.305 4.782
C 5.362 -3.938 5.868
C 4.645 -3.216 6.987
C 3.453 -4.184 2.476
H 6.180 -3.346 5.456
H 5.764 -4.892 6.202
H 4.295 -2.235 6.671
H 5.332 -3.087 7.825
H 3.786 -3.794 7.326
H 4.276 -4.776 2.086
H 3.061 -3.514 1.713
H 2.662 -4.814 2.873

## Properties
HOMO energy ... -8.0 eV
SMILES ... CC(C)=CCC[C@@H](C)CC[PH2](N)CCCCCN.CCOS(C)(=O)=O.CCOS(C)(=O)=O
Multiplicity ... 1
Frontier orbital gap ... 8.607 eV
Strongest force on any atom ... 0.334 eV Å⁻¹
Total energy ... -68826.2195 eV